(1)
{"formula": "C27H35AsBaN4O7", "method": "wB97M-V/def2-TZVPD", "symbols": ["O", "H", "Ba", "N", "N", "N", "N", "O", "O", "O", "O", "C", "C", "C", "C", "C", "H", "H", "H", "C", "H", "H", "H", "C", "C", "H", "H", "H", "H", "H", "H", "H", "H", "C", "H", "H", "H", "O", "H", "H", "O", "As", "C", "C", "C", "C", "C", "C", "C", "C", "C", "C", "C", "C", "C", "C", "C", "C", "C", "C", "H", "H", "H", "H", "H", "H", "H", "H", "H", "H", "H", "H", "H", "H", "H"], "coordinates": [[3.943, 4.514, -1.376], [3.855, 5.070, -2.159], [0.407, 2.285, -0.922], [1.805, -0.220, -1.710], [1.794, 1.841, -3.169], [1.797, 1.044, 1.230], [2.094, 3.506, 0.814], [1.859, -1.256, -0.932], [1.816, -0.310, 1.421], [2.317, 4.837, 0.545], [1.095, 2.888, -3.482], [1.478, 0.683, -3.826], [1.502, -0.488, -3.017], [1.735, 1.782, 2.352], [1.842, 3.207, 2.090], [1.038, -1.821, -3.476], [0.036, -2.048, -3.074], [1.738, -2.599, -3.145], [0.987, -1.848, -4.567], [0.911, 0.748, -5.191], [1.504, 1.440, -5.808], [-0.133, 1.112, -5.161], [0.921, -0.241, -5.664], [1.549, 1.284, 3.750], [1.668, 4.209, 3.176], [1.900, 0.251, 3.815], [0.497, 1.329, 4.067], [2.112, 1.902, 4.461], [1.471, 5.197, 2.753], [2.567, 4.274, 3.804], [0.832, 3.928, 3.829], [1.807, -0.673, 0.436], [2.972, 4.785, -0.255], [4.214, 3.147, -1.792], [3.502, 2.809, -2.561], [4.145, 2.486, -0.921], [5.250, 3.129, -2.176], [4.891, 0.302, -0.094], [4.272, 0.367, 0.652], [4.347, -0.119, -0.782], [-0.946, 0.303, -0.275], [-1.813, -1.012, 0.346], [-0.728, -2.566, 0.740], [-0.532, -2.954, 2.069], [0.231, -4.092, 2.358], [0.772, -4.856, 1.318], [0.544, -4.485, -0.010], [-0.199, -3.339, -0.298], [-2.615, -0.430, 1.990], [-1.807, 0.078, 3.008], [-2.388, 0.461, 4.220], [-3.772, 0.350, 4.394], [-4.581, -0.137, 3.360], [-4.004, -0.526, 2.142], [-3.149, -1.420, -0.967], [-3.399, -2.752, -1.308], [-4.357, -3.045, -2.285], [-5.064, -2.006, -2.903], [-4.810, -0.676, -2.555], [-3.836, -0.374, -1.597], [-0.990, -2.371, 2.870], [0.389, -4.383, 3.402], [1.365, -5.744, 1.546], [0.939, -5.088, -0.831], [-0.395, -3.056, -1.329], [-0.732, 0.141, 2.847], [-1.757, 0.832, 5.029], [-4.229, 0.642, 5.342], [-5.666, -0.233, 3.492], [-4.612, -0.916, 1.324], [-2.852, -3.549, -0.803], [-4.549, -4.088, -2.552], [-5.817, -2.238, -3.660], [-5.370, 0.137, -3.026], [-3.609, 0.658, -1.331]], "total_charge": 0, "gap_ev": 5.1, "e_tot_ha": -4056.60795, "lumo_ev": -0.1, "mol_weight_g_mol": 739.85, "homo_ev": -5.24}

***

(2)
{"formula": "C5H6N", "method": "wB97M-V/def2-TZVPD", "symbols": ["C", "C", "C", "C", "C", "N", "H", "H", "H", "H", "H", "H"], "coordinates": [[-1.990, 1.145, -1.120], [0.587, -1.451, -0.163], [1.256, -0.145, 0.085], [0.299, -0.648, 1.090], [-0.042, 0.587, 0.290], [-1.046, 0.873, -0.447], [-2.658, 1.799, -1.610], [-0.064, -1.653, -1.004], [1.091, -2.354, -0.073], [2.176, 0.323, -0.015], [0.203, -0.870, 2.140], [0.190, 2.394, 0.826]], "total_charge": 1, "gap_ev": [8.8, 8.8], "e_tot_ha": -248.32126, "lumo_ev": [-6.3, -6.3], "mol_weight_g_mol": 80.11, "homo_ev": [-15.07, -15.07]}